[1]
Below is a cluster of 2 separate species, C2H4NP in total at a distorted geometry, with properties calculated with the ωB97M-V functional and the def2-TZVPD basis.

Geometry as XYZ:
```
8
Properties=species:S:1:pos:R:3:forces:R:3:mulliken_spin:R:1
C -1.5997 0.1932 -0.1352 0.947 -0.739 0.972 -0.0719
C 1.6315 -0.6346 0.5321 1.435 -0.133 0.118 0.9228
N -0.3743 0.4271 -0.2239 -5.406 0.377 0.381 0.9264
P 2.3083 0.3385 -0.5319 2.325 -0.250 -0.221 -0.0450
H -2.3647 0.6388 -0.7608 -0.111 0.215 -0.343 0.0721
H 1.3265 -1.2132 1.3415 -0.292 -0.887 0.877 0.0192
H -1.9743 -0.5281 0.6506 0.318 0.520 -0.573 0.0757
H 1.0467 0.7783 -0.8724 0.783 0.898 -1.209 0.1007
```
Forces are in eV/Å.

Total charge ... 0
Orbital gap (spin up / spin down) ... 7.8 / 7.7 eV
⟨S²⟩ ... 2.033
Energy relative to the best compared isomer or geometry (same formula, charge and spin) ... 4.487 eV
Energy ... -474.4436 Ha
F_max ... 5.432 eV Å⁻¹
HOMO energy (spin up / spin down) ... -6.97 / -9.21 eV
Spin multiplicity ... 3

=====

[2]
Below is the molecule C2H4NP at a distorted geometry, with properties calculated with the ωB97M-V functional and the def2-TZVPD basis.

Geometry as XYZ:
```
8
Properties=species:S:1:pos:R:3:forces:R:3:mulliken_spin:R:1
C -0.0636 -0.1564 0.2684 -0.977 0.674 -0.702 0.7665
C 0.7575 0.8430 -0.4310 -0.480 -1.609 0.693 -0.0067
N -0.1117 -0.9324 1.3929 -0.398 -1.184 0.787 0.7531
P -1.6958 -0.7887 0.6366 1.351 0.479 -0.547 0.2830
H 1.3330 0.0753 -1.1016 -0.161 2.428 0.664 0.0659
H 1.2817 1.3991 0.3696 0.538 -0.059 -1.004 0.0240
H 0.0084 1.4757 -0.9221 0.816 0.000 -0.542 0.0170
H -1.5093 -1.9156 -0.2127 -0.688 -0.729 0.652 0.0971
```
Forces are in eV/Å.

Total charge ... 0
Orbital gap (spin up / spin down) ... 7.1 / 6.8 eV
⟨S²⟩ ... 2.011
Energy relative to the best compared isomer or geometry (same formula, charge and spin) ... 3.077 eV
Energy ... -474.4955 Ha
F_max ... 2.522 eV Å⁻¹
HOMO energy (spin up / spin down) ... -6.13 / -9.31 eV
Spin multiplicity ... 3

=====

[3]
Below is the molecule C2H4NPS at a distorted geometry, with properties calculated with the ωB97M-V functional and the def2-TZVPD basis.

Geometry as XYZ:
```
9
Properties=species:S:1:pos:R:3:forces:R:3:lowdin_charge:R:1
C -0.3593 0.0632 0.0490 -0.363 -1.553 -0.676 -0.0657
C 0.8909 -0.5935 0.4863 0.395 0.324 -1.274 -0.2850
N 1.0436 -0.8735 1.6834 0.763 0.412 -0.064 -0.3794
P 1.1846 -1.6527 3.0593 -0.714 -1.954 -0.212 0.3775
S 0.3537 -3.3855 2.5202 0.569 0.835 0.970 -0.0414
H -0.7124 0.5098 0.9375 -0.668 1.396 0.534 0.0604
H -1.0828 -0.8004 -0.0524 0.571 0.842 -0.617 0.1123
H -0.2295 0.6714 -0.8622 -0.457 -0.239 0.603 0.0877
H 1.6255 -0.8380 -0.3140 -0.097 -0.062 0.736 0.1337
```
Forces are in eV/Å.

Total charge ... 0
Orbital gap ... 8.3 eV
Energy relative to the best compared isomer or geometry (same formula, charge and spin) ... 0.430 eV
Energy ... -872.8775 Ha
Structure (SMILES) ... C/C=N/P=S
F_max ... 2.091 eV Å⁻¹
HOMO energy ... -8.56 eV

=====

[4]
Below is a structure of composition C2H4NPS at a distorted geometry, with properties calculated with the ωB97M-V functional and the def2-TZVPD basis.

Geometry as XYZ:
```
9
Properties=species:S:1:pos:R:3:forces:R:3:lowdin_charge:R:1
C -0.4717 1.1080 0.5247 0.377 -1.151 -1.125 -0.5985
C -0.4624 -1.0685 -0.6715 -0.092 -1.026 2.876 -0.5123
N 2.0794 1.0729 -0.5063 1.563 0.793 -0.940 -0.2518
P 1.0501 0.1814 0.1827 -4.863 -0.863 0.441 0.5382
S -1.7392 0.1755 -0.2081 1.315 0.666 0.178 0.7537
H -0.4780 2.0880 0.9327 -0.490 0.686 0.228 0.0017
H -0.4822 -1.2760 -1.7394 0.315 0.004 0.123 0.0080
H -0.7520 -2.0193 -0.0054 1.065 1.812 -1.748 0.0598
H 1.2560 -0.2621 1.4906 0.811 -0.919 -0.033 0.0011
```
Forces are in eV/Å.

Total charge ... 0
Orbital gap (spin up / spin down) ... 8.8 / 6.3 eV
Energy relative to the best compared isomer or geometry (same formula, charge and spin) ... 5.271 eV
Energy ... -872.6996 Ha
F_max ... 4.959 eV Å⁻¹
HOMO energy (spin up / spin down) ... -9.57 / -7.88 eV

=====

[5]
Below is the ion C2H4NS with charge +1 at a distorted geometry, with properties calculated with the ωB97M-V functional and the def2-TZVPD basis.

Geometry as XYZ:
```
8
Properties=species:S:1:pos:R:3:forces:R:3:lowdin_charge:R:1
N 1.0793 1.0838 0.4472 0.148 0.504 0.331 0.1357
C 0.2273 0.0855 -0.0184 -10.034 -10.207 -4.589 -0.0551
C -0.8889 -0.9252 -0.4538 9.924 9.856 4.466 -0.4738
S -1.6900 -2.1059 -1.2568 -0.254 -0.240 -0.027 0.8781
H 1.3434 0.9327 1.4367 0.009 0.122 -0.189 0.1910
H 0.7162 2.0474 0.3412 0.064 -0.130 0.031 0.1894
H 1.9429 1.0099 -0.1146 -0.017 0.163 0.175 0.1944
H -2.7302 -2.1282 -0.3816 0.159 -0.067 -0.199 -0.0597
```
Forces are in eV/Å.

Total charge ... +1
Orbital gap (spin up / spin down) ... 8.5 / 8.5 eV
Energy relative to the best compared isomer or geometry (same formula, charge and spin) ... 4.806 eV
Energy ... -531.0472 Ha
Structure (SMILES) ... [NH3+]C#CS
F_max ... 15.031 eV Å⁻¹
HOMO energy (spin up / spin down) ... -13.16 / -13.15 eV

=====

[6]
Below is the ion C2H4NS with charge +1 at a distorted geometry, with properties calculated with the ωB97M-V functional and the def2-TZVPD basis.

Geometry as XYZ:
```
8
Properties=species:S:1:pos:R:3:forces:R:3:lowdin_charge:R:1
N 0.7142 -0.0443 0.4199 0.962 -1.845 -0.930 0.0063
C -0.2084 0.8687 -0.2993 -1.446 -4.156 -0.169 -0.3786
S -1.6452 0.4784 0.6778 0.110 -0.841 -0.674 0.9860
C -0.5865 -0.7519 -0.1690 1.445 7.877 3.094 -0.2439
H 1.6028 -0.3398 -0.1298 -1.495 0.740 1.444 0.2163
H 0.7699 -0.0354 1.4954 0.049 0.336 -1.857 0.1925
H -0.0850 1.4148 -1.2462 0.416 -0.244 0.802 0.1386
H -0.5620 -1.5903 -0.7488 -0.040 -1.867 -1.711 0.0828
```
Forces are in eV/Å.

Total charge ... +1
Orbital gap ... 10.1 eV
Energy relative to the best compared isomer or geometry (same formula, charge and spin) ... 2.142 eV
Energy ... -531.1451 Ha
Structure (SMILES) ... [NH2+]1[C@@H]2S[C@H]12
F_max ... 8.585 eV Å⁻¹
HOMO energy ... -14.47 eV